This record from the Open Molecules 2025 dataset describes 3 unconnected molecules or ions with the total composition C4H11N3O2 in a non-equilibrium geometry. The level of theory is the ωB97M-V functional and the def2-TZVPD basis.

```
! wB97M-V def2-TZVPD RIJCOSX def2/J DEFGRID3
* xyz 0 1
C 1.656 2.193 -0.632
C -1.163 0.263 -1.870
O 0.639 1.339 -0.188
N -0.638 1.336 -1.833
H 1.218 3.057 -1.146
H 2.342 1.696 -1.331
H 2.231 2.570 0.221
H -2.014 -0.038 -2.468
H -0.603 -0.623 -0.620
C 0.469 -2.354 0.172
N -0.101 -1.013 0.344
C -1.022 -0.841 1.453
N -1.311 0.462 1.653
O -1.464 -1.787 2.064
H 0.629 -0.055 0.238
H -0.790 1.171 1.129
H -1.884 0.693 2.447
H -0.334 -3.087 0.120
H 1.114 -2.609 1.011
H 1.025 -2.372 -0.763
*
```

Computed properties:
Frontier orbital gap (spin up / spin down) ... 8.6 / 8.6 eV
Total energy ... -12888.2855 eV
HOMO energy (spin up / spin down) ... -8.4 / -8.4 eV

Atomic partial charges in e from the Mulliken method, atoms 1 to 4:
1 C -0.790
2 C -0.435
3 O -0.695
4 N -0.155